The following is a DFT calculation (ωB97M-V/def2-TZVPD) of 2 unconnected molecules or ions with the total composition FH3N2 in a non-equilibrium geometry.

The value obtained for the gap between HOMO and LUMO (alpha / beta) is 0.3808 / 0.3736 Ha. For the LUMO energy (alpha / beta), the calculation gives -0.31 / -0.34 eV. Its energy above the lowest of the compared OMol25 structures with the same formula, charge and spin is 262.32 kJ/mol.

Last column: Mulliken charge in e.
Geometry (Å):
1 F 2.1512 0.0463 0.1588  -0.12
2 N -0.4567 0.4014 0.2977  -0.51
3 N 1.2455 -0.5758 -0.5981  -0.18
4 H -1.0013 -0.4299 0.0308  0.27
5 H 0.0766 0.3796 1.1173  0.27
6 H 1.0165 0.0226 -1.3490  0.28